{
  "formula": "C3H8OS",
  "method": "wB97M-V/def2-TZVPD",
  "total_energy_ha": -592.48099,
  "smiles": "CC=O.CS",
  "lumo_ev": 0.6602,
  "homo_ev": -9.115,
  "symbols": ["C", "C", "O", "H", "H", "H", "H", "C", "S", "H", "H", "H", "H"],
  "xyz": [[-2.3790, 1.1476, 0.1452], [-3.4611, 0.6168, -0.7878], [-4.3897, -0.0097, -0.3443], [-2.2169, 0.5072, 1.0041], [-2.6256, 2.2067, 0.2592], [-1.4602, 1.0536, -0.4363], [-3.1767, 0.5433, -1.8513], [2.0184, -0.9589, 0.4357], [3.6710, -0.3902, 0.1018], [1.8632, -1.8874, -0.1068], [1.9250, -0.9697, 1.5157], [1.1890, -0.3033, 0.1371], [3.9148, 0.4594, 1.1104]],
  "atomic_forces_ev_per_a": [[-0.007, 0.134, -1.857], [0.983, -2.053, 1.486], [-0.478, 0.515, -0.545], [-0.671, 0.416, 0.465], [0.450, -0.086, 0.752], [0.196, 0.458, -0.008], [-0.467, 0.614, -0.296], [-1.012, 0.912, 0.521], [0.919, 0.210, -0.851], [0.175, -0.273, 0.521], [-0.176, -0.969, 0.105], [0.514, 0.223, -0.372], [-0.427, -0.102, 0.078]]
}

=====

{
  "formula": "C28H37BN5O11",
  "method": "wB97M-V/def2-TZVPD",
  "total_energy_ha": -2215.59286,
  "total_charge": -1,
  "lumo_ev": 2.3526,
  "homo_ev": -7.069,
  "symbols": ["O", "C", "O", "B", "O", "C", "O", "O", "C", "O", "C", "O", "O", "N", "C", "C", "C", "C", "C", "H", "H", "H", "H", "H", "C", "C", "O", "C", "O", "O", "H", "H", "H", "H", "C", "C", "C", "C", "N", "H", "H", "H", "H", "H", "H", "H", "C", "C", "C", "C", "N", "H", "H", "H", "H", "H", "H", "H", "C", "C", "C", "C", "N", "H", "H", "H", "H", "H", "H", "H", "C", "C", "C", "C", "N", "H", "H", "H", "H", "H", "H", "H"],
  "xyz": [[2.3326, -2.1059, -2.8349], [1.8140, -1.1350, -2.2838], [1.1403, -1.1900, -1.1220], [0.8398, 0.2933, -0.8482], [1.3557, 1.0810, -1.9837], [1.9339, 0.3245, -2.7491], [2.5831, 0.7314, -3.6642], [1.3457, 0.8107, 0.4112], [0.2782, 1.1485, 1.1539], [0.2891, 1.5999, 2.3248], [-1.0210, 0.8884, 0.2650], [-0.6186, 0.4078, -0.7951], [-2.1989, 0.8829, 0.7068], [2.6047, -3.3478, 3.4487], [3.7784, -3.2612, 4.2316], [4.5723, -2.0831, 4.0546], [4.1091, -0.9208, 3.4457], [2.8542, -0.9734, 2.8454], [2.2312, -2.2528, 2.7519], [3.9804, -4.1896, 4.7450], [5.6041, -2.0387, 4.3706], [4.6792, -0.0122, 3.3202], [2.2666, -0.2265, 2.3323], [1.3455, -2.3804, 2.1473], [-0.5581, 4.4781, 2.9921], [-1.2094, 4.4941, 4.4086], [-1.5147, 5.8295, 4.6140], [-0.8761, 6.5850, 3.7670], [-1.0018, 7.8329, 3.5877], [-0.3321, 5.7990, 2.7996], [-1.3426, 4.1480, 2.3112], [0.3896, 3.9568, 2.8571], [-0.4999, 4.1479, 5.1601], [-2.2150, 4.0821, 4.4929], [-3.1930, -4.2634, -0.9748], [-2.0954, -3.1858, -0.8925], [-1.8558, -2.4973, 0.5382], [-1.2641, -3.3149, 1.6352], [-0.7622, -3.9755, 2.4135], [-2.9660, -4.7459, -0.0242], [-3.0338, -4.8639, -1.8704], [-4.2144, -3.8889, -0.9058], [-2.4905, -2.2986, -1.3873], [-1.2492, -3.5560, -1.4712], [-2.7924, -2.0518, 0.8732], [-1.1581, -1.6905, 0.3140], [-1.3530, 2.7340, -6.0006], [-0.0943, 3.5877, -5.6556], [0.4768, 3.1753, -4.2852], [-0.4497, 3.5657, -3.2314], [-1.1895, 3.7798, -2.4026], [-2.0677, 2.8649, -5.1880], [-1.0936, 1.6757, -5.9712], [-1.7863, 2.9611, -6.9746], [-0.4670, 4.6084, -5.7423], [0.6172, 3.3789, -6.4544], [1.4064, 3.6841, -4.0301], [0.6927, 2.1159, -4.1465], [-4.2606, 3.3981, -0.1917], [-5.3948, 2.7909, 0.7198], [-5.3401, 1.2430, 0.8737], [-5.1861, 0.4593, -0.4029], [-5.0608, -0.2271, -1.3627], [-4.2990, 4.4636, 0.0348], [-4.5458, 3.5076, -1.2380], [-3.2679, 3.0139, 0.0429], [-6.3037, 3.1928, 0.2720], [-5.4105, 3.1364, 1.7535], [-6.0564, 0.8412, 1.5904], [-4.4133, 1.1158, 1.4331], [5.4320, -3.9169, -0.1219], [5.0401, -5.2596, -0.7339], [3.4981, -5.3947, -0.8982], [2.6876, -5.3812, 0.3181], [2.0199, -5.3747, 1.2732], [4.9400, -3.6658, 0.8178], [5.1247, -3.0887, -0.7605], [6.5089, -3.8580, 0.0355], [5.6422, -6.0436, -0.2746], [5.5252, -5.2114, -1.7089], [3.3246, -6.3758, -1.3402], [3.2389, -4.5689, -1.5608]],
  "atomic_forces_ev_per_a": [[-1.210, 2.111, 1.028], [1.246, -3.227, -0.503], [0.592, 2.389, -0.857], [-0.287, -0.860, -0.160], [-3.276, 2.448, 4.743], [2.972, -2.549, -3.194], [0.827, -0.492, -1.695], [-1.067, 0.018, 0.777], [-0.406, 1.995, 3.277], [0.229, -1.697, -4.104], [-3.622, 0.312, 5.808], [0.605, -1.123, -3.782], [3.438, 0.671, -1.280], [1.831, 1.071, 1.235], [-2.024, 2.206, -3.595], [0.215, -1.221, 0.975], [-1.550, -0.324, -0.876], [-0.741, -2.102, -0.393], [0.865, -0.105, 1.613], [0.531, 0.293, 0.235], [0.083, -0.284, 0.517], [0.355, -0.089, 0.400], [0.763, 0.644, 0.150], [-0.105, -0.051, -0.071], [-1.379, -1.874, 0.902], [0.250, -1.677, -0.157], [0.059, 1.910, 1.705], [-1.240, 4.794, -3.864], [0.968, -4.691, 1.631], [1.164, 3.563, -0.186], [0.397, -0.316, -0.467], [-0.468, -0.424, 0.297], [-0.314, -0.158, 0.228], [0.563, -1.124, -0.138], [0.968, 0.576, 1.352], [-1.354, 1.430, 0.230], [0.663, -1.151, -0.914], [-0.969, 0.954, -2.047], [0.423, -0.783, 1.180], [-0.555, -1.313, -0.309], [-0.218, -0.238, 0.344], [0.113, 0.170, -0.202], [0.322, 0.052, -0.618], [0.494, 0.354, 0.733], [0.034, -0.053, -0.025], [-0.076, -0.027, 0.277], [0.695, -0.196, 0.869], [-1.036, -1.368, -0.898], [-0.058, 1.014, 0.070], [1.116, -0.864, -1.219], [-1.494, 0.654, 1.671], [-0.374, 0.123, -0.254], [0.045, -0.108, -0.196], [0.005, 0.162, 0.152], [0.690, 0.267, 0.457], [0.328, 0.317, 0.187], [0.187, 0.023, -0.322], [-0.144, 0.034, -0.500], [-1.083, 0.826, 1.489], [0.123, -0.309, -1.233], [1.067, 0.475, -0.535], [-0.020, -2.016, -2.012], [-0.482, 2.566, 3.384], [0.487, 0.246, 0.512], [0.269, -1.208, -0.158], [-0.165, -0.059, -0.522], [-0.425, -0.499, 0.107], [0.464, 0.382, -0.072], [-0.598, -0.088, -0.672], [0.361, -0.356, -0.342], [-0.248, 0.484, 0.352], [0.593, 1.098, 0.108], [1.425, -0.713, -0.012], [-0.863, 0.397, 1.707], [1.162, -0.220, -1.766], [-0.006, -0.458, 0.300], [0.144, -0.025, -0.340], [0.009, 0.054, -0.036], [-0.865, -0.431, 0.569], [-0.580, -0.212, -0.528], [-0.305, 0.190, -0.476], [-0.537, -0.190, -0.043]]
}

=====

{
  "formula": "C12H25N2O4",
  "method": "wB97M-V/def2-TZVPD",
  "total_energy_ha": -882.32072,
  "total_charge": 1,
  "lumo_ev": -4.3136,
  "homo_ev": -12.573,
  "symbols": ["C", "C", "C", "C", "C", "C", "C", "C", "C", "C", "C", "O", "N", "O", "O", "C", "O", "H", "H", "H", "H", "H", "H", "H", "H", "H", "H", "H", "H", "H", "H", "H", "H", "H", "H", "H", "H", "H", "N", "H", "H", "H", "H"],
  "xyz": [[4.3736, -0.9656, -0.8426], [3.3140, -0.0010, -0.2909], [2.2560, 0.3524, -1.3538], [1.7958, 1.8259, -1.3907], [0.2838, 2.1256, -1.3201], [-0.6083, 1.4090, -0.2827], [-1.7024, 0.5437, -0.9458], [-1.2786, -0.8225, -1.4848], [-1.1318, -1.8989, -0.3979], [-1.3937, 2.3937, 0.6367], [-1.7830, 1.5108, 1.8557], [-1.6090, 2.1705, 3.0876], [-0.3823, 1.7567, 3.8683], [-0.6834, 1.0697, 4.7344], [-0.9891, 0.3205, 1.7375], [0.0733, 0.7718, 0.9067], [1.1680, 0.8926, 1.3365], [5.1545, -0.4222, -1.3783], [3.9230, -1.7035, -1.5106], [4.8637, -1.4945, -0.0230], [3.8058, 0.9104, 0.0547], [2.8468, -0.4820, 0.5701], [2.7257, 0.1391, -2.3190], [1.4052, -0.3249, -1.2581], [2.1120, 2.2407, -2.3511], [2.3319, 2.4012, -0.6340], [0.1869, 3.1961, -1.1237], [-0.1445, 1.9628, -2.3122], [-2.0849, 1.1293, -1.7862], [-2.5640, 0.4119, -0.2840], [-0.3633, -0.7674, -2.0731], [-2.0652, -1.1392, -2.1764], [-0.1325, -1.8928, 0.0421], [-1.3404, -2.8888, -0.8224], [-1.8670, -1.6928, 0.3901], [-0.7802, 3.2315, 0.9651], [-2.3090, 2.7534, 0.1622], [-2.8269, 1.1915, 1.8369], [-2.9198, -4.0480, 1.2372], [-2.8562, -3.3837, 2.0133], [-3.4351, -4.8801, 1.5329], [-3.3963, -3.6001, 0.4510], [-1.9734, -4.3029, 0.9424]],
  "atomic_forces_ev_per_a": [[0.032, 0.198, 0.269], [0.089, -0.419, -0.213], [0.389, 0.265, -0.119], [-0.036, -0.056, -0.034], [0.227, 0.013, 0.226], [-0.286, 0.459, -0.006], [0.330, -0.200, -0.353], [-0.450, -0.213, -0.038], [-0.201, 0.163, -0.144], [-0.400, -0.327, 0.129], [-0.128, 0.052, -0.228], [-0.418, -0.265, 0.145], [0.305, -0.343, 0.154], [0.010, 0.385, -0.233], [0.383, 0.441, 0.318], [-0.492, 0.238, 0.259], [0.200, -0.478, -0.201], [-0.103, -0.102, -0.177], [0.088, -0.015, 0.021], [0.025, -0.045, -0.082], [-0.093, -0.058, 0.132], [0.032, 0.266, -0.012], [-0.247, -0.109, -0.044], [0.012, -0.044, -0.018], [0.043, 0.118, 0.102], [-0.123, -0.118, 0.105], [0.006, 0.010, -0.188], [-0.049, -0.076, 0.086], [0.076, 0.073, 0.062], [0.146, -0.065, 0.066], [-0.032, 0.100, -0.033], [0.078, -0.029, -0.010], [-0.104, -0.121, 0.120], [0.285, 0.013, -0.069], [0.164, 0.006, 0.074], [-0.009, -0.032, 0.001], [0.214, 0.175, -0.106], [-0.008, 0.112, -0.018], [-0.014, -0.041, 0.074], [0.014, 0.013, -0.014], [0.014, -0.002, 0.007], [0.028, 0.023, -0.001], [0.005, 0.033, -0.009]]
}

=====

{
  "formula": "C6H10N",
  "method": "wB97M-V/def2-TZVPD",
  "total_energy_ha": -288.86930,
  "total_charge": 1,
  "lumo_ev": [-7.4577, -8.3121],
  "homo_ev": [-12.573, -11.621],
  "symbols": ["C", "C", "C", "C", "C", "C", "N", "H", "H", "H", "H", "H", "H", "H", "H", "H", "H"],
  "xyz": [[-1.0182, -1.3247, -2.0003], [-0.8267, -0.4105, -2.8226], [-0.5567, 0.2759, -3.8814], [0.9633, -0.5895, 1.9954], [1.5681, 0.6609, 2.5884], [-0.9178, 0.2245, 0.7845], [0.0394, -0.6565, 1.2033], [-1.3228, -1.9832, -1.1640], [0.4223, 0.5062, -4.2779], [-1.2847, 0.8568, -4.4737], [1.3594, -1.5415, 2.1974], [1.2333, 1.4623, 1.9811], [2.6229, 0.5640, 2.6137], [1.1853, 0.6430, 3.6109], [-1.0147, 1.0233, 1.5186], [-0.6680, 0.6400, -0.2532], [-1.7843, -0.3510, 0.3799]],
  "atomic_forces_ev_per_a": [[-0.431, 0.954, 0.647], [-0.561, -3.208, 2.406], [0.182, 2.963, -2.852], [1.933, 1.231, 0.855], [-1.348, -1.795, 0.401], [-0.067, 1.348, -3.072], [-1.555, -2.523, -1.575], [0.457, 0.405, -1.052], [0.553, -0.520, 0.368], [-0.241, -0.663, 0.528], [1.204, -1.133, 0.723], [-0.123, 1.174, -0.065], [1.016, 0.080, 0.011], [0.138, 0.708, 0.117], [-1.131, 0.211, -0.306], [0.422, 0.316, 1.471], [-0.449, 0.451, 1.395]]
}

=====

{
  "formula": "C4H8O",
  "method": "wB97M-V/def2-TZVPD",
  "total_energy_ha": -232.32294,
  "lumo_ev": 1.0815,
  "homo_ev": -8.252,
  "symbols": ["C", "C", "O", "C", "C", "H", "H", "H", "H", "H", "H", "H", "H"],
  "xyz": [[-2.1398, 0.3236, -0.1056], [-1.2371, -0.7138, 0.4715], [-0.2407, -0.8467, -0.3925], [1.0167, -0.8286, 0.2994], [1.7025, 0.4281, -0.2137], [-2.0185, 1.1021, 0.6690], [-3.1929, 0.0504, -0.1035], [-1.7937, 0.7294, -1.0643], [0.7484, -0.7587, 1.3565], [1.5802, -1.7454, 0.1273], [0.9662, 1.2391, -0.2744], [2.5086, 0.7427, 0.4518], [2.1001, 0.2777, -1.2215]],
  "atomic_forces_ev_per_a": [[-0.220, -0.110, -0.067], [-0.096, 0.368, -0.406], [-0.380, 0.224, 0.372], [0.419, -0.056, 0.223], [0.146, 0.013, 0.041], [-0.161, -0.052, -0.172], [-0.081, 0.026, 0.046], [-0.243, -0.156, 0.015], [0.409, -0.044, -0.045], [-0.010, 0.005, -0.207], [0.198, -0.149, 0.124], [0.032, -0.077, -0.082], [-0.011, 0.009, 0.156]]
}

=====

{
  "formula": "C3H13O4",
  "method": "wB97M-V/def2-TZVPD",
  "total_energy_ha": -423.05315,
  "total_charge": -1,
  "lumo_ev": 3.6520,
  "homo_ev": -4.896,
  "symbols": ["C", "O", "C", "C", "H", "H", "H", "H", "H", "H", "H", "H", "H", "O", "H", "H", "O", "H", "H", "O"],
  "xyz": [[0.0227, 1.1339, 0.6764], [1.2352, 0.5224, 0.2201], [-0.7158, 0.1975, 1.7217], [-1.6105, 1.0742, 2.6184], [-0.6322, 1.3971, -0.1926], [0.3086, 2.1038, 1.0827], [-0.0135, -0.3400, 2.2872], [-1.2952, -0.5034, 1.0719], [-1.1021, 1.9791, 2.8780], [-1.8234, 0.5404, 3.5440], [-2.4866, 1.6506, 2.1705], [1.2030, -0.2451, -0.6480], [0.7066, -0.2497, -2.3436], [1.1603, -0.8420, -1.9069], [-1.6784, -0.7614, -0.4821], [-0.5670, -0.9766, -1.6135], [-1.6136, -0.8692, -1.4223], [3.6792, -1.7915, -3.5232], [2.3629, -1.7539, -2.6834], [2.8600, -2.2661, -3.4555]],
  "atomic_forces_ev_per_a": [[1.135, -1.631, -0.930], [-0.582, -0.521, -0.312], [-1.612, 2.479, -2.632], [-0.708, 0.423, -0.449], [0.010, -0.438, 0.572], [-0.030, 0.055, 0.618], [1.022, -0.629, 0.695], [0.340, 0.243, 1.160], [1.227, 0.345, 0.632], [-0.656, 0.216, -0.011], [0.410, -1.790, 0.153], [-0.344, 1.459, 0.501], [-3.072, 5.078, -4.016], [3.143, -4.997, 4.428], [0.084, 0.057, 0.409], [-2.356, -0.079, 0.769], [2.250, -0.382, -1.416], [0.595, 0.286, -0.103], [0.223, -0.744, -1.705], [-1.081, 0.570, 1.638]]
}

=====

{
  "formula": "C6H8F4KN2O14S4",
  "method": "wB97M-V/def2-TZVPD",
  "total_energy_ha": -3988.57735,
  "total_charge": -1,
  "lumo_ev": 1.6358,
  "homo_ev": -7.293,
  "symbols": ["K", "N", "S", "O", "O", "F", "S", "O", "O", "F", "N", "S", "O", "O", "F", "S", "O", "O", "F", "C", "C", "O", "C", "O", "O", "H", "H", "H", "H", "C", "C", "O", "C", "O", "O", "H", "H", "H", "H"],
  "xyz": [[1.3744, 0.6087, 0.8265], [2.6151, 0.4470, 3.3277], [3.8923, -0.1402, 3.9707], [4.4044, -1.4063, 3.5072], [4.0769, 0.1586, 5.3825], [4.9498, 0.8587, 3.2819], [1.6959, -0.7712, 4.0627], [1.3918, -0.6925, 5.4692], [1.5800, -2.0393, 3.4294], [0.3280, -0.1293, 3.5117], [0.9935, 3.3654, 0.4031], [-0.5178, 3.9267, 0.1762], [-1.3158, 3.0987, -0.6911], [-0.6370, 5.3565, 0.1578], [-1.0712, 3.6141, 1.6418], [1.6890, 4.0059, -0.8210], [2.5921, 5.0604, -0.5002], [1.0326, 4.0283, -2.1105], [2.6793, 2.7648, -1.0910], [-0.9098, -4.5471, -1.7375], [-0.7525, -3.6883, -3.0086], [-0.3132, -2.4386, -2.4922], [0.2755, -2.6750, -1.3012], [0.9396, -1.9050, -0.6913], [0.0259, -3.9263, -0.8867], [-0.6865, -5.5819, -1.9899], [-1.9544, -4.5263, -1.4207], [-1.7046, -3.6755, -3.5323], [0.0704, -4.0761, -3.6109], [-3.4865, 1.0547, -1.4199], [-2.4799, 0.2767, -2.2894], [-1.4752, -0.0884, -1.3514], [-1.9415, 0.0510, -0.1229], [-1.3401, -0.1435, 0.9009], [-3.2125, 0.5038, -0.1427], [-4.5163, 0.8762, -1.7283], [-3.3069, 2.1311, -1.4035], [-2.0362, 0.9062, -3.0569], [-2.9487, -0.6429, -2.6492]],
  "atomic_forces_ev_per_a": [[-0.148, -0.227, -0.011], [-1.711, -2.631, 1.164], [7.586, 1.420, 1.769], [-1.071, 0.299, 0.150], [-0.571, -0.484, -1.536], [-0.452, 0.186, -0.127], [-6.646, 0.898, 0.326], [1.675, -0.001, -0.778], [1.498, -0.378, -0.347], [-0.199, 0.681, -0.599], [-2.829, 0.584, 0.075], [-1.937, -0.024, 2.364], [0.410, 0.427, 0.451], [0.272, -0.724, -0.802], [0.295, -0.494, -0.506], [4.176, -0.128, -3.481], [-0.465, 0.169, 0.146], [-0.488, 0.446, 1.392], [0.456, -0.407, 0.330], [-0.256, 0.236, -1.792], [0.190, -0.999, 0.525], [-0.368, 0.148, -0.182], [0.124, 0.302, 0.201], [0.096, 0.314, -0.080], [-0.255, -0.791, 0.733], [0.453, -0.025, 0.499], [0.218, 0.332, 0.734], [0.207, 0.638, -0.298], [-0.269, -0.066, -0.334], [0.237, -0.014, -0.737], [-0.654, 0.515, 0.214], [0.681, -0.133, -0.388], [-0.267, 0.701, 1.585], [-0.079, -0.210, -0.926], [-0.329, -0.024, 0.443], [0.017, -0.198, 0.271], [0.165, -0.150, 0.040], [0.009, -0.310, -0.129], [0.229, 0.119, -0.359]]
}